(1)
{
  "formula": "C11H18O2",
  "method": "ωB97M-V/def2-TZVPD",
  "symbols": ["C", "C", "C", "C", "C", "C", "C", "C", "C", "C", "C", "O", "H", "H", "H", "H", "H", "H", "H", "H", "H", "H", "H", "H", "H", "H", "H", "H", "O", "H", "H"],
  "xyz": [[0.09, -1.80, -1.90], [0.62, -0.44, -1.45], [0.61, -0.19, 0.07], [1.31, -1.30, 0.84], [-0.15, -1.40, 0.89], [-1.35, -1.54, 1.39], [-2.44, -0.51, 1.19], [-1.91, 0.93, 1.35], [-1.58, 1.65, 0.03], [-0.23, 2.38, 0.03], [0.99, 1.50, 0.02], [2.13, 1.83, -0.08], [0.74, -2.61, -1.56], [0.06, -1.84, -2.99], [-0.92, -1.98, -1.52], [0.03, 0.33, -1.96], [1.65, -0.34, -1.81], [1.77, -1.04, 1.78], [1.90, -2.02, 0.29], [-1.62, -2.43, 1.96], [-2.90, -0.63, 0.21], [-3.21, -0.70, 1.93], [-2.66, 1.51, 1.89], [-1.02, 0.90, 1.98], [-1.60, 0.94, -0.79], [-2.35, 2.40, -0.17], [-0.16, 3.04, -0.85], [-0.14, 3.02, 0.91], [4.08, -0.27, -0.56], [4.87, 0.21, -0.80], [3.43, 0.41, -0.31]],
  "lowdin_charge": [-0.088, -0.218, -0.204, -0.071, -0.107, -0.076, -0.178, -0.186, -0.192, -0.124, -0.277, 0.097, 0.074, 0.075, 0.071, 0.105, 0.110, 0.121, 0.105, 0.104, 0.111, 0.102, 0.105, 0.112, 0.095, 0.112, 0.129, 0.134, -0.064, 0.032, -0.012],
  "e_lumo_ev": 0.8650,
  "orbital_gap_ev": 9.851,
  "smiles": "CC[C@]12C/C1=C/CCCCC2=O.O"
}

=====

(2)
{
  "formula": "CH6OS",
  "method": "ωB97M-V/def2-TZVPD",
  "symbols": ["C", "O", "H", "H", "H", "H", "S", "H", "H"],
  "xyz": [[-2.84, 1.62, 0.86], [-3.53, 0.45, 1.28], [-3.57, 2.45, 0.81], [-2.05, 1.88, 1.56], [-2.43, 1.49, -0.14], [-4.37, 0.46, 0.82], [6.50, -2.18, -1.56], [5.97, -3.34, -0.97], [6.32, -2.83, -2.66]],
  "lowdin_charge": [-0.162, -0.130, 0.082, 0.073, 0.070, 0.067, 0.449, -0.172, -0.277],
  "e_lumo_ev": 1.0079,
  "orbital_gap_ev": 10.810,
  "smiles": "CO.S"
}

=====

(3)
{
  "formula": "C8H9N5",
  "method": "ωB97M-V/def2-TZVPD",
  "symbols": ["H", "N", "C", "N", "N", "C", "N", "C", "N", "C", "C", "C", "C", "C", "H", "H", "H", "H", "H", "H", "H", "H"],
  "xyz": [[-3.77, 1.40, -1.04], [-3.24, 2.02, -0.52], [-2.23, 1.64, 0.15], [-1.56, 2.44, 1.08], [-1.83, 0.25, 0.21], [-2.59, -0.76, -0.16], [-3.32, -1.58, -0.47], [-0.12, -0.11, 0.56], [0.30, 0.42, 1.69], [1.56, 0.04, 2.03], [2.35, -0.69, 1.19], [1.81, -1.19, 0.04], [0.55, -0.84, -0.42], [-0.06, -1.41, -1.64], [-1.24, 3.35, 0.78], [-0.93, 1.93, 1.74], [1.92, 0.27, 3.06], [3.32, -0.97, 1.46], [2.47, -1.77, -0.57], [0.63, -1.54, -2.55], [-0.71, -2.34, -1.63], [-0.98, -0.70, -1.84]],
  "lowdin_charge": [0.006, 0.141, -0.493, 0.116, 0.064, -0.377, 0.164, -0.066, 0.094, -0.098, -0.060, -0.024, -0.226, -0.062, 0.094, 0.071, 0.128, 0.094, 0.120, 0.113, 0.101, 0.099],
  "e_lumo_ev": -0.0099,
  "orbital_gap_ev": 9.051,
  "smiles": "[H]/N=C(/N)N(C#N)c1ncccc1C"
}

=====

(4)
{
  "formula": "C32H76Br12Cl8N4O4",
  "method": "ωB97M-V/def2-TZVPD",
  "symbols": ["Br", "C", "C", "Br", "H", "H", "H", "H", "Br", "C", "C", "Br", "H", "H", "H", "H", "Br", "C", "C", "Br", "H", "H", "H", "H", "Br", "C", "C", "Br", "H", "H", "H", "H", "Br", "C", "C", "Br", "H", "H", "H", "H", "Br", "C", "C", "Br", "H", "H", "H", "H", "C", "C", "C", "O", "C", "N", "H", "H", "H", "H", "H", "H", "H", "H", "H", "H", "H", "C", "C", "C", "O", "C", "N", "H", "H", "H", "H", "H", "H", "H", "H", "H", "H", "H", "C", "C", "C", "O", "C", "N", "H", "H", "H", "H", "H", "H", "H", "H", "H", "H", "H", "C", "C", "C", "O", "C", "N", "H", "H", "H", "H", "H", "H", "H", "H", "H", "H", "H", "C", "Cl", "Cl", "H", "H", "C", "Cl", "Cl", "H", "H", "C", "Cl", "Cl", "H", "H", "C", "Cl", "Cl", "H", "H"],
  "xyz": [[-25.25, 6.52, 23.60], [-23.37, 6.16, 24.08], [-23.35, 5.73, 25.50], [-21.55, 4.85, 25.79], [-22.81, 7.08, 23.89], [-23.05, 5.41, 23.35], [-24.06, 4.95, 25.75], [-23.42, 6.51, 26.26], [-21.91, 1.22, 27.94], [-20.66, 1.40, 26.45], [-19.49, 0.47, 26.80], [-18.19, 0.47, 25.32], [-20.31, 2.44, 26.39], [-21.16, 1.19, 25.50], [-19.84, -0.55, 26.95], [-19.02, 0.88, 27.69], [-14.59, 8.46, 25.10], [-13.94, 8.49, 26.97], [-15.00, 9.19, 27.79], [-14.21, 9.31, 29.60], [-12.97, 8.99, 26.93], [-13.84, 7.44, 27.24], [-16.03, 8.86, 27.73], [-15.15, 10.18, 27.37], [-20.37, 2.19, 22.33], [-18.99, 2.96, 21.14], [-19.51, 4.29, 20.58], [-18.16, 5.25, 19.49], [-18.71, 2.21, 20.40], [-18.17, 3.13, 21.84], [-19.69, 5.00, 21.39], [-20.44, 4.27, 20.02], [-18.09, 10.51, 25.25], [-19.43, 9.17, 25.88], [-19.01, 7.77, 25.75], [-19.38, 7.20, 23.85], [-20.41, 9.46, 25.51], [-19.55, 9.36, 26.95], [-19.61, 7.13, 26.39], [-17.95, 7.59, 25.95], [-11.81, -1.22, 19.54], [-12.22, -0.18, 21.19], [-12.76, 1.17, 20.71], [-11.61, 2.35, 19.61], [-11.28, -0.10, 21.74], [-12.94, -0.69, 21.83], [-13.23, 1.85, 21.42], [-13.56, 0.96, 20.00], [-14.59, 4.19, 23.38], [-16.01, 4.28, 23.93], [-15.83, 4.67, 25.42], [-17.00, 5.16, 26.02], [-18.11, 4.23, 26.20], [-16.87, 5.18, 23.19], [-14.03, 5.09, 23.65], [-14.63, 4.11, 22.30], [-14.02, 3.37, 23.82], [-16.54, 3.33, 24.03], [-15.15, 5.53, 25.50], [-15.52, 3.79, 25.99], [-17.89, 3.40, 26.87], [-18.45, 3.77, 25.28], [-18.92, 4.75, 26.71], [-17.73, 5.35, 23.70], [-16.48, 6.10, 23.27], [-10.87, 8.90, 23.29], [-11.80, 8.58, 22.14], [-12.46, 7.16, 22.25], [-11.40, 6.22, 22.42], [-10.71, 5.75, 21.26], [-12.74, 9.60, 21.80], [-10.46, 9.90, 23.16], [-9.99, 8.26, 23.36], [-11.30, 8.97, 24.29], [-11.18, 8.56, 21.24], [-13.02, 7.01, 21.33], [-13.13, 7.10, 23.11], [-9.96, 5.01, 21.52], [-10.30, 6.58, 20.68], [-11.43, 5.25, 20.61], [-13.16, 9.18, 20.98], [-13.42, 9.74, 22.53], [-23.68, 5.88, 29.22], [-22.96, 4.57, 29.58], [-21.57, 4.78, 30.10], [-20.87, 3.58, 30.20], [-19.43, 3.62, 30.32], [-23.76, 3.90, 30.54], [-23.51, 6.55, 30.06], [-24.74, 5.76, 28.98], [-23.20, 6.33, 28.35], [-22.89, 4.07, 28.61], [-21.54, 5.39, 31.01], [-21.03, 5.26, 29.29], [-19.18, 4.30, 31.13], [-18.91, 4.00, 29.44], [-19.01, 2.66, 30.61], [-23.23, 3.11, 30.87], [-24.44, 3.34, 30.04], [-14.48, 5.29, 19.57], [-14.32, 6.19, 18.33], [-13.22, 7.30, 18.39], [-13.63, 8.25, 19.35], [-14.43, 9.38, 18.99], [-14.07, 5.28, 17.23], [-15.28, 4.59, 19.32], [-14.66, 5.88, 20.46], [-13.62, 4.67, 19.81], [-15.21, 6.71, 17.98], [-13.07, 7.83, 17.45], [-12.25, 6.89, 18.68], [-14.05, 9.98, 18.16], [-14.61, 10.07, 19.81], [-15.40, 9.02, 18.66], [-13.16, 4.90, 17.44], [-14.67, 4.47, 17.15], [-15.07, 4.03, 29.02], [-15.79, 2.37, 29.16], [-16.16, 5.30, 29.40], [-14.16, 4.06, 29.61], [-14.74, 4.23, 28.00], [-14.44, 0.15, 26.60], [-13.34, 0.28, 27.98], [-13.67, 0.91, 25.19], [-14.56, -0.93, 26.45], [-15.37, 0.63, 26.91], [-11.45, 5.68, 26.05], [-11.24, 6.20, 27.72], [-12.57, 4.29, 26.02], [-11.79, 6.48, 25.40], [-10.48, 5.34, 25.68], [-17.45, 8.62, 20.81], [-16.12, 8.65, 21.95], [-17.67, 10.14, 19.97], [-17.18, 7.78, 20.17], [-18.43, 8.43, 21.25]],
  "lowdin_spin": [0.134, 0.074, 0.268, 0.310, 0.002, 0.005, 0.008, 0.016, 0.013, 0.018, 0.001, 0.002, 0.017, 0.000, 0.000, 0.001, 0.000, 0.000, 0.000, 0.000, 0.000, 0.000, 0.000, 0.000, 0.012, 0.000, 0.000, 0.002, 0.000, 0.000, 0.000, 0.001, 0.009, 0.004, 0.002, 0.013, 0.004, 0.002, 0.002, 0.000, 0.000, 0.000, 0.000, 0.000, 0.000, 0.000, 0.000, 0.000, 0.000, 0.000, 0.001, 0.004, 0.023, 0.000, 0.000, 0.000, 0.000, 0.000, 0.000, 0.000, 0.002, 0.007, 0.018, 0.000, 0.000, 0.000, 0.000, 0.000, 0.000, 0.000, 0.000, 0.000, 0.000, 0.000, 0.000, 0.000, 0.000, 0.000, 0.000, 0.000, 0.000, 0.000, 0.007, 0.001, 0.001, 0.001, 0.001, 0.000, 0.001, 0.003, 0.003, 0.000, 0.000, 0.001, 0.000, 0.001, 0.000, 0.000, 0.001, 0.000, 0.000, 0.000, 0.000, 0.000, 0.000, 0.000, 0.000, 0.000, 0.000, 0.000, 0.000, 0.000, 0.000, 0.000, 0.000, 0.000, 0.000, 0.000, 0.001, 0.000, 0.000, 0.000, 0.000, 0.000, 0.000, 0.000, 0.000, 0.000, 0.000, 0.000, 0.000, 0.000, 0.000, 0.000, 0.000, 0.000],
  "e_lumo_ev": [1.4936, 1.4897],
  "orbital_gap_ev": [1.912, 7.767],
  "s_squared": 0.754,
  "spin_multiplicity": 2,
  "charge": -1
}

=====

(5)
{
  "formula": "C48H55N4O6S2Sb2ScSe2",
  "method": "ωB97M-V/def2-TZVPD",
  "symbols": ["Sc", "O", "C", "C", "C", "O", "C", "Se", "C", "Se", "H", "H", "H", "H", "H", "H", "H", "H", "H", "H", "C", "N", "C", "C", "C", "C", "C", "N", "C", "C", "C", "C", "C", "C", "H", "H", "H", "H", "H", "H", "H", "H", "H", "H", "H", "C", "Sb", "C", "C", "H", "H", "H", "H", "H", "H", "H", "H", "H", "C", "C", "C", "C", "C", "C", "C", "Sb", "C", "C", "C", "C", "C", "C", "C", "C", "C", "C", "C", "C", "C", "C", "H", "H", "H", "H", "H", "H", "H", "H", "H", "H", "H", "H", "H", "H", "H", "H", "H", "H", "H", "H", "H", "O", "S", "N", "O", "S", "O", "N", "C", "O", "C", "C", "C", "C", "C", "C", "H", "H", "H", "H"],
  "xyz": [[0.67, -2.01, -0.29], [2.14, -7.05, 3.61], [2.56, -6.71, 2.29], [1.92, -5.43, 1.73], [2.31, -4.25, 2.63], [1.67, -4.33, 3.92], [0.40, -5.60, 1.70], [-0.67, -4.10, 0.99], [2.46, -5.27, 0.29], [3.02, -3.49, -0.38], [1.94, -6.21, 4.05], [2.31, -7.56, 1.65], [3.65, -6.59, 2.26], [2.05, -3.31, 2.16], [3.39, -4.25, 2.82], [0.76, -4.04, 3.77], [0.03, -5.82, 2.70], [0.18, -6.47, 1.09], [1.69, -5.63, -0.39], [3.33, -5.91, 0.15], [0.91, -3.78, -3.23], [0.10, -2.97, -2.31], [-1.15, -2.82, -2.57], [-2.02, -2.12, -1.69], [-3.40, -1.89, -1.80], [-3.77, -1.21, -0.63], [-2.60, -1.09, 0.13], [-1.54, -1.62, -0.50], [0.84, -3.29, -4.66], [1.56, -2.15, -5.03], [1.49, -1.67, -6.32], [0.70, -2.30, -7.27], [-0.02, -3.44, -6.91], [0.06, -3.93, -5.62], [0.57, -4.82, -3.17], [1.93, -3.76, -2.86], [-1.59, -3.24, -3.47], [-4.03, -2.19, -2.62], [-4.75, -0.88, -0.35], [-2.49, -0.65, 1.11], [2.15, -1.64, -4.29], [2.05, -0.78, -6.58], [0.64, -1.92, -8.28], [-0.64, -3.95, -7.65], [-0.50, -4.82, -5.34], [-0.40, 2.28, -5.03], [-0.85, 0.44, -3.99], [-2.66, 0.07, -5.13], [-1.88, 1.40, -2.36], [-1.25, 2.95, -4.96], [-0.17, 2.08, -6.07], [0.47, 2.75, -4.57], [-3.16, 1.02, -5.34], [-3.31, -0.56, -4.54], [-2.43, -0.44, -6.07], [-2.96, 1.26, -2.48], [-1.66, 2.47, -2.36], [-1.57, 0.95, -1.43], [-0.60, 5.38, 2.47], [-1.64, 4.79, 1.56], [-2.55, 5.64, 0.94], [-3.55, 5.15, 0.10], [-3.65, 3.79, -0.12], [-2.74, 2.93, 0.50], [-1.74, 3.41, 1.34], [-0.56, 1.73, 2.07], [0.93, 2.67, 3.33], [1.98, 3.15, 2.54], [3.08, 3.77, 3.10], [3.16, 3.91, 4.48], [2.14, 3.40, 5.27], [1.03, 2.77, 4.72], [-0.02, 2.23, 5.66], [-2.09, 1.14, 3.48], [-3.16, 1.98, 3.80], [-4.16, 1.57, 4.67], [-4.10, 0.30, 5.22], [-3.05, -0.54, 4.91], [-2.03, -0.14, 4.05], [-0.89, -1.07, 3.76], [-0.76, 6.46, 2.58], [0.41, 5.23, 2.09], [-0.62, 4.93, 3.46], [-2.47, 6.70, 1.11], [-4.24, 5.84, -0.37], [-4.41, 3.38, -0.78], [-2.83, 1.87, 0.29], [1.96, 3.00, 1.47], [3.88, 4.12, 2.46], [4.02, 4.38, 4.94], [2.22, 3.48, 6.35], [0.27, 2.43, 6.70], [-0.14, 1.15, 5.55], [-1.00, 2.68, 5.48], [-3.22, 2.97, 3.36], [-4.98, 2.24, 4.90], [-4.88, -0.04, 5.90], [-3.00, -1.53, 5.35], [-0.86, -1.89, 4.49], [0.08, -0.58, 3.80], [-0.96, -1.54, 2.77], [3.06, 0.81, 0.94], [2.73, -0.36, 1.77], [1.51, -1.14, 1.52], [3.58, 0.48, -4.44], [3.72, 0.59, -3.01], [5.02, 0.38, -2.45], [2.58, -0.31, -2.26], [1.68, 0.44, -1.67], [0.68, 0.00, -1.05], [1.91, 1.91, -1.79], [1.13, 2.95, -1.31], [1.57, 4.25, -1.53], [2.76, 4.49, -2.22], [3.53, 3.45, -2.72], [3.07, 2.17, -2.49], [0.21, 2.74, -0.79], [0.98, 5.08, -1.16], [3.08, 5.52, -2.37], [4.44, 3.63, -3.26]],
  "lowdin_charge": [0.512, -0.081, -0.236, -0.578, -0.242, -0.096, -0.566, 0.579, -0.543, 0.534, 0.054, 0.121, 0.116, 0.013, 0.130, 0.068, 0.044, 0.054, 0.043, 0.039, -0.185, -0.039, -0.141, -0.380, -0.074, -0.108, -0.195, -0.082, -0.219, -0.060, -0.093, -0.114, -0.111, -0.064, 0.122, 0.041, 0.134, 0.091, 0.080, 0.079, 0.080, 0.100, 0.089, 0.088, 0.104, -0.342, 1.375, -0.342, -0.328, -0.008, -0.012, -0.018, -0.009, -0.025, -0.017, 0.010, 0.002, -0.029, -0.052, -0.297, -0.073, -0.100, -0.093, -0.167, -0.337, 1.609, -0.335, -0.189, -0.086, -0.095, -0.069, -0.294, -0.048, -0.338, -0.133, -0.105, -0.101, -0.053, -0.324, -0.091, 0.070, 0.069, 0.076, 0.098, 0.092, 0.101, 0.072, 0.068, 0.104, 0.093, 0.098, 0.071, 0.073, 0.073, 0.089, 0.092, 0.092, 0.107, 0.081, 0.048, 0.030, -0.544, 0.692, -0.509, -0.322, 0.620, -0.297, -0.009, -0.579, -0.176, -0.147, -0.018, -0.068, -0.082, -0.038, -0.203, 0.082, 0.101, 0.095, 0.115],
  "e_lumo_ev": 3.8042,
  "orbital_gap_ev": 6.023,
  "charge": -2
}

=====

(6)
{
  "formula": "C5H8ClNS",
  "method": "ωB97M-V/def2-TZVPD",
  "symbols": ["C", "C", "S", "N", "C", "C", "C", "Cl", "H", "H", "H", "H", "H", "H", "H", "H"],
  "xyz": [[-0.89, -0.37, 1.97], [0.03, 0.26, 0.98], [1.30, 1.30, 1.61], [-0.06, 0.02, -0.25], [0.57, 0.52, -1.43], [1.17, -0.80, -1.99], [0.63, 1.75, -1.90], [1.31, 2.03, -3.50], [-0.35, -0.19, 2.97], [-1.11, -1.50, 1.74], [-1.80, 0.14, 1.92], [1.15, 0.86, 2.83], [1.99, -0.55, -2.74], [0.37, -1.35, -2.52], [1.44, -1.51, -1.19], [0.25, 2.64, -1.46]],
  "lowdin_charge": [-0.090, -0.746, 0.840, 0.029, -0.427, -0.059, -0.496, 0.573, 0.069, 0.129, 0.051, -0.166, 0.072, 0.082, 0.079, 0.060],
  "e_lumo_ev": 0.5864,
  "orbital_gap_ev": 9.136,
  "smiles": "C/C(S)=N/C(C)=C/Cl"
}

=====

(7)
{
  "formula": "C21H23N5O3S",
  "method": "ωB97M-V/def2-TZVPD",
  "symbols": ["C", "O", "C", "C", "C", "C", "S", "O", "O", "N", "C", "C", "N", "C", "C", "C", "C", "C", "C", "N", "C", "C", "C", "C", "C", "N", "N", "C", "C", "C", "H", "H", "H", "H", "H", "H", "H", "H", "H", "H", "H", "H", "H", "H", "H", "H", "H", "H", "H", "H", "H", "H", "H"],
  "xyz": [[-7.81, -1.25, 0.84], [-6.51, -1.73, 0.61], [-5.55, -0.86, 0.20], [-4.28, -1.41, -0.03], [-3.24, -0.62, -0.45], [-3.46, 0.73, -0.65], [-2.13, 1.79, -1.19], [-1.33, 1.17, -2.20], [-2.67, 3.09, -1.47], [-1.18, 1.95, 0.24], [-1.55, 3.10, 1.04], [0.15, 1.66, 0.14], [1.04, 2.51, 0.56], [2.36, 2.24, 0.36], [3.29, 3.21, 0.75], [4.63, 3.05, 0.49], [5.08, 1.92, -0.18], [4.19, 0.93, -0.55], [2.83, 1.06, -0.27], [1.87, 0.09, -0.55], [1.87, -1.24, -0.90], [3.00, -2.15, -1.20], [3.42, -2.97, 0.03], [3.94, -2.07, 1.16], [4.48, -3.99, -0.36], [0.64, -1.69, -0.86], [-0.19, -0.71, -0.52], [0.53, 0.37, -0.34], [-4.70, 1.29, -0.44], [-5.75, 0.50, -0.01], [-8.39, -2.12, 1.15], [-7.83, -0.50, 1.63], [-8.25, -0.83, -0.07], [-4.15, -2.47, 0.14], [-2.25, -1.02, -0.62], [-1.01, 3.06, 1.98], [-1.32, 4.04, 0.53], [-2.62, 3.05, 1.21], [2.90, 4.09, 1.24], [5.33, 3.82, 0.79], [6.13, 1.80, -0.40], [4.56, 0.07, -1.08], [3.86, -1.62, -1.62], [2.64, -2.85, -1.96], [2.53, -3.50, 0.39], [3.19, -1.35, 1.46], [4.19, -2.68, 2.03], [4.83, -1.54, 0.85], [4.10, -4.65, -1.14], [4.76, -4.60, 0.50], [5.37, -3.49, -0.74], [-4.83, 2.35, -0.62], [-6.72, 0.95, 0.15]],
  "lowdin_charge": [-0.082, -0.074, -0.267, 0.021, -0.041, -0.279, 0.718, -0.255, -0.281, -0.163, -0.078, -0.267, 0.191, -0.197, -0.011, -0.081, -0.077, -0.021, -0.107, 0.142, -0.266, -0.103, -0.419, -0.067, -0.079, 0.104, 0.074, -0.201, -0.055, -0.007, 0.094, 0.096, 0.097, 0.123, 0.081, 0.094, 0.092, 0.086, 0.114, 0.104, 0.105, 0.093, 0.102, 0.125, 0.137, 0.076, 0.080, 0.075, 0.077, 0.077, 0.080, 0.113, 0.105],
  "e_lumo_ev": 0.1798,
  "orbital_gap_ev": 8.568,
  "smiles": "COc1ccc(S(=O)(=O)N(C)c2nc3ccccc3n3c(CC(C)C)nnc23)cc1"
}

=====

(8)
{
  "formula": "CHCl4P",
  "method": "ωB97M-V/def2-TZVPD",
  "symbols": ["C", "P", "Cl", "Cl", "Cl", "Cl", "H"],
  "xyz": [[-0.92, -0.21, -0.31], [1.23, 1.15, 0.74], [-2.44, 0.59, 0.15], [-0.56, -0.28, -1.97], [-0.70, -1.67, 0.64], [2.54, 0.59, -0.61], [0.85, -0.17, 1.35]],
  "lowdin_charge": [-1.718, 0.334, 0.481, 0.535, 0.487, 0.073, -0.193],
  "e_lumo_ev": [-1.2238, -1.3060],
  "orbital_gap_ev": [7.642, 7.200]
}

=====

| no. | M (g/mol) |
| --- | --- |
| 1 | 182.263 |
| 2 | 66.125 |
| 3 | 175.195 |
| 4 | 1823.456 |
| 5 | 1294.520 |
| 6 | 149.646 |
| 7 | 425.514 |
| 8 | 185.805 |